# 1
42
Properties=species:S:1:pos:R:3 method="wB97M-V/def2-TZVPD" de_lowest_kj_mol=44.83 homo_lumo_gap_ev="7.710 / 6.187" total_charge=+2 e_lumo_ha="-0.2484 / -0.3456" multiplicity=6 s2=8.8016
Ir -0.21106 0.78660 -0.90659
Se -1.76125 0.41285 1.07276
Cl 0.78995 -5.83793 -3.14585
Cl -3.59336 -2.99716 -2.12365
S 0.90035 3.30221 -1.27498
F 2.32147 3.19408 -3.44323
F 0.58791 1.87789 -3.43446
F 0.34013 4.01691 -3.72916
O -1.63493 -0.87595 -1.49251
O -0.54029 2.99180 -1.00598
O 1.64949 2.10090 -0.78369
O 1.38573 4.57166 -0.89662
N 0.00506 1.52010 3.13926
N -2.06339 1.27190 3.75103
N 1.01691 -1.03434 -1.44272
C 0.08763 -4.38933 -2.63071
C -1.38641 1.76885 4.82073
C 0.32096 -2.11260 -1.84165
C 2.34615 -1.05337 -1.50213
C 3.04316 -2.17624 -1.94689
C -1.29273 -4.29601 -2.56420
C -1.12754 -1.97304 -1.81649
C -1.90836 -3.12265 -2.17456
C -1.21058 1.11701 2.71137
C -3.51433 0.98825 3.72651
C 0.93713 -3.28028 -2.27022
C 1.25516 1.52421 2.36627
C -0.08594 1.91660 4.43941
C 1.05453 3.11652 -3.10684
C 2.34089 -3.29644 -2.32186
H 2.04468 1.90525 3.00367
H -1.86448 1.97992 5.76365
H 2.86393 -0.15436 -1.18636
H 1.16401 2.17192 1.50064
H -1.90251 -5.14942 -2.83221
H 2.85889 -4.18372 -2.66448
H 4.12411 -2.15007 -1.99692
H -3.68863 -0.02866 3.38942
H 1.50353 0.51273 2.05591
H -3.90008 1.10143 4.73306
H 0.76530 2.27541 4.99435
H -4.02120 1.68659 3.06690


# 2
36
Properties=species:S:1:pos:R:3 method="wB97M-V/def2-TZVPD" de_lowest_kj_mol=0.00 homo_lumo_gap_ev=7.896 e_lumo_ha=-0.0258
Cl 2.24957 -3.24377 -0.34041
F 2.86578 2.35748 1.16105
F 4.80536 1.06411 -0.29868
O -0.53387 -1.19810 2.20230
O -0.07608 -0.79022 -2.29395
O 1.48273 0.68079 -2.21213
N -0.52738 -2.30422 0.23417
N 0.34981 0.31563 -1.94730
N -2.22479 -0.49407 -0.83039
C 0.02863 -1.50213 1.17010
C 3.69216 0.42230 0.06509
C -2.23005 1.55043 0.42762
C 2.37129 -1.57738 0.08212
C -0.58491 3.25977 0.01292
C -1.64188 0.68978 -0.51993
C -0.45805 1.15172 -1.15372
C 0.03450 2.43978 -0.89136
C -1.71550 2.79422 0.68924
C -2.81429 -1.38088 0.14471
C -1.93119 -2.64372 0.30052
C 1.36648 -0.92783 0.79895
C 3.53025 -0.90633 -0.27989
C 1.56806 0.39730 1.17623
C 2.71220 1.07369 0.80732
H 0.92385 2.75472 -1.41540
H -1.78271 -0.97885 -1.60787
H -3.81928 -1.67476 -0.17136
H -2.20116 3.42781 1.41571
H 4.30307 -1.40341 -0.84361
H -2.14011 -3.10100 1.27008
H 0.80897 0.89847 1.75724
H -2.13844 -3.36141 -0.49320
H -0.19921 4.24649 0.20904
H -2.87212 -0.87436 1.10780
H -0.07668 -2.38773 -0.66617
H -3.12503 1.22567 0.93317


# 3
34
Properties=species:S:1:pos:R:3 method="wB97M-V/def2-TZVPD" de_lowest_kj_mol=0.00 homo_lumo_gap_ev=8.598 e_lumo_ha=-0.0037
S -2.20241 -1.26609 -1.73038
N -1.85670 2.01559 -0.34623
N -0.28279 -2.04621 0.19789
N 0.44292 2.14175 -0.01097
N 0.32809 -2.01650 -1.85932
N -0.95011 3.27399 1.65886
N 1.36542 -2.49975 -1.18181
C -1.75568 0.40043 -2.40934
C -0.85349 2.46447 0.46762
C 0.18524 1.49520 -1.22867
C -2.14911 -0.72931 3.68197
C -0.86756 -1.62683 1.41026
C 1.52157 3.41465 1.67318
C -2.26683 -1.74656 1.56117
C 0.20152 3.70180 2.16196
C 1.64359 2.65514 0.57639
C -0.61290 -1.74209 -1.07803
C -0.76946 -0.60060 3.53822
C -1.17241 1.26074 -1.37501
C -2.97170 -1.26037 2.73554
C -0.09718 -1.00482 2.40233
C 0.99185 -2.47029 0.04223
H 0.90972 1.20482 -1.92680
H -1.01352 0.23787 -3.16766
H -2.70778 0.81649 -2.86495
H -2.62807 -0.40620 4.62278
H 2.38866 3.87806 2.06515
H 1.62739 -2.70557 0.94920
H 0.00045 4.33202 2.94534
H 1.00513 -0.82500 2.29711
H -4.04616 -1.25771 3.08921
H -2.87182 -2.22259 0.78075
H -0.36359 -0.18414 4.45896
H 2.60067 2.58081 0.12334


# 4
36
Properties=species:S:1:pos:R:3 method="wB97M-V/def2-TZVPD" homo_lumo_gap_ev=7.067 e_lumo_ha=-0.0118
Ag 2.25443 0.35617 -0.07046
F 3.38987 -1.50607 4.09021
F 2.14077 -3.44733 5.38296
F -1.21676 -3.40310 1.98326
F -0.43056 -4.24244 4.46233
F 0.15613 -1.58897 0.59266
O 2.88938 -1.12251 1.35023
N -1.89636 0.36636 -1.21270
C 1.44511 3.66016 -2.78982
C 0.04712 -3.11645 2.38156
C 0.12172 3.90246 -2.47059
C -0.79307 0.93411 -0.32778
C 1.70164 -3.13722 4.10144
C 2.06139 2.60471 -2.13345
C 0.44104 -3.53218 3.68191
C -0.57825 3.07471 -1.60795
C 2.03003 -1.76267 2.07188
C -2.91875 -0.34020 -0.37502
C -1.44156 -0.52161 -2.28873
C 0.79709 -2.25270 1.64470
C 1.40176 1.79635 -1.23032
C 2.37963 -2.14141 3.45153
C 0.06117 1.98386 -1.04481
H 1.97007 4.20783 -3.58462
H -2.43320 1.17429 -1.62483
H -3.67850 -0.83858 -1.02578
H -0.98182 -1.44317 -1.94133
H -1.22831 1.29436 0.59605
H -2.37147 -1.15123 0.12050
H -3.31936 0.43343 0.28957
H -0.67167 -0.00401 -2.87643
H -1.58586 3.31555 -1.25950
H -2.32518 -0.85693 -2.90536
H -0.11855 0.12030 -0.08256
H 3.12518 2.41272 -2.41629
H -0.42430 4.77139 -2.93247


# 5
34
Properties=species:S:1:pos:R:3 method="wB97M-V/def2-TZVPD" de_lowest_kj_mol=35.79 homo_lumo_gap_ev=8.085 e_lumo_ha=-0.0129
Cl -7.99657 0.68494 -0.48689
O 5.35353 2.11649 -1.82637
O 5.56931 -0.29527 -2.44258
O 0.29095 -1.59441 2.16958
N 0.77292 -0.36597 0.34176
C -4.07836 1.12074 -0.92281
C -6.30540 0.43444 -0.36218
C -1.56560 -0.86576 0.96006
C 4.31772 0.34207 -0.32850
C 4.92541 -0.12857 0.81970
C -3.56519 0.03992 -0.14597
C 2.15377 -0.21057 0.57983
C -5.44230 1.34866 -0.95969
C 2.79868 -0.75834 1.66984
C -5.79980 -0.71225 0.26238
C -4.45951 -0.91185 0.40561
C -2.12704 -0.03296 0.10306
C -0.12913 -0.97427 1.21126
C 2.93047 0.27921 -0.44310
C 4.17332 -0.75435 1.78226
B 5.18708 0.74208 -1.58302
H -6.54035 -1.42026 0.61025
H 4.65124 -1.20012 2.64061
H 0.41786 0.03743 -0.53440
H -4.07735 -1.74378 0.99208
H 6.02880 -0.10574 0.85114
H 5.95084 -0.06224 -3.32067
H -5.82261 2.22843 -1.44253
H -1.48724 0.58396 -0.44252
H -2.17015 -1.57265 1.48137
H 2.20578 -1.22637 2.43234
H -3.37906 1.77689 -1.39538
H 4.73905 2.71166 -1.26939
H 2.47894 0.48886 -1.40710


# 6
44
Properties=species:S:1:pos:R:3 method="wB97M-V/def2-TZVPD" homo_lumo_gap_ev="6.885 / 6.843" total_charge=+1 e_lumo_ha="-0.1394 / -0.1371" multiplicity=2 s2=0.9923
Mn 0.52132 -0.30452 -0.72764
Cl 5.70394 1.29642 -1.18245
Cl 3.31672 -0.53068 -0.23160
Cl 2.18008 4.31831 -3.94611
Cl -0.15115 2.52403 -2.95422
Cl 5.10749 3.74199 -3.05780
S 0.36324 -1.60166 -2.67636
N -3.86987 2.07524 1.11317
N -0.85418 -2.89660 -0.66841
N -0.41944 -1.87892 0.13376
N -1.79493 1.41053 0.25082
N -3.60700 0.62476 -0.72990
N 0.63033 0.13427 1.27214
N -0.86429 -3.94018 -2.69703
N -3.08488 1.39278 0.19181
N -1.40122 0.60215 -0.72103
C 1.16630 1.49444 3.14775
C 3.82387 2.74621 -2.49950
C 1.69484 1.13047 -1.54356
C -2.51244 0.12937 -1.29330
C 2.50568 3.00380 -2.88684
C -0.07428 -0.68385 2.08306
C 3.02142 0.90378 -1.22987
C 4.09677 1.66694 -1.66196
C 0.45030 0.65856 3.97937
C -0.48835 -2.87381 -1.98622
C 1.23473 1.19688 1.79217
C -0.68524 -1.86016 1.38883
C -0.18496 -0.45847 3.44066
C -1.49158 -2.89888 2.09528
C 1.47545 2.19153 -2.41101
H -0.91069 -3.81459 2.23342
H 1.67739 2.36732 3.52748
H -4.72400 2.33338 0.62786
H -0.60822 -3.97840 -3.66973
H -0.74185 -1.12494 4.08055
H -1.81563 -2.56559 3.07500
H -2.39161 -3.13804 1.52378
H -1.31649 -4.74489 -2.29697
H 1.78216 1.81853 1.09602
H 0.38183 0.85932 5.03977
H -1.26888 -3.71643 -0.24865
H -2.51874 -0.51898 -2.15219
H -3.35396 2.90858 1.37963


# 7
35
Properties=species:S:1:pos:R:3 method="wB97M-V/def2-TZVPD" de_lowest_kj_mol=47.78 homo_lumo_gap_ev="7.601 / 5.464" total_charge=+2 e_lumo_ha="-0.2430 / -0.3854" multiplicity=5 s2=6.0453
Pt -1.51061 1.23592 0.11243
Cl -0.67298 1.65808 -3.61498
S 3.15297 1.61459 2.13435
O -1.78583 0.96589 3.14041
O -0.70533 3.91391 -1.02400
N 0.91888 3.03677 1.93207
N 0.94004 0.86716 0.96228
C -1.71164 1.07965 1.98977
C 3.72332 -2.25197 0.96349
C -3.36380 0.03080 -0.14133
C -0.99906 2.86697 -0.62210
C 1.51586 -1.48363 0.28893
C 3.05211 -0.00208 1.47368
C 1.78690 -0.22539 0.86293
C -1.97696 -1.71548 -0.77139
C -2.81599 0.34070 -1.46596
C 1.49464 1.86282 1.61410
C -1.30963 -0.93615 -3.13438
C 4.01851 -0.99890 1.51611
C 2.48046 -2.49057 0.35361
C -2.74644 -1.20538 0.29117
C -1.98656 -0.80077 -1.85696
H -1.51053 -2.69890 -0.82462
H -0.35312 -1.45939 -3.04610
H 4.46458 -3.04538 1.00743
H 4.97087 -0.76778 1.98140
H -4.21074 0.53937 0.30761
H -2.95829 -1.70816 1.22801
H 1.47999 3.70777 2.43418
H -1.95210 -1.35874 -3.91590
H -3.16800 1.11746 -2.13989
H 2.26890 -3.47361 -0.07432
H 0.54274 -1.63637 -0.18730
H -0.05150 3.23108 1.73561
H -1.02165 0.18971 -3.51031